Entry 1:
Entry from the Open Molecules 2025 dataset: C40H41LuP2 as an isolated structure in a non-equilibrium geometry (wB97M-V/def2-TZVPD).

XYZ file:
```
84
Properties=species:S:1:pos:R:3:forces:R:3:lowdin_charge:R:1
C 0.714 -1.193 -4.446 -0.1 -0.7 0.2 -0.102
C -0.206 -2.027 -3.727 -0.2 0.9 -0.3 -0.387
C -1.429 -2.381 -4.345 0.2 -0.2 0.0 -0.071
C -1.671 -2.041 -5.671 0.1 0.1 -0.1 -0.029
C -0.708 -1.346 -6.412 -0.1 -0.2 0.4 -0.015
C 0.476 -0.930 -5.799 0.1 0.2 0.2 -0.039
P 0.173 -2.668 -2.077 -0.2 -0.3 0.3 1.091
C -1.251 -3.416 -1.282 -0.4 -0.6 0.3 -0.331
C -2.474 -2.705 -1.284 0.2 0.3 0.3 -0.110
C -3.387 -2.892 -0.247 0.1 -0.2 -0.1 -0.043
C -3.146 -3.869 0.730 0.4 0.1 -0.2 -0.024
C -1.976 -4.643 0.684 -0.2 0.1 -0.1 -0.030
C -1.030 -4.431 -0.321 0.0 0.6 -0.2 -0.049
Lu -0.613 0.188 -1.980 -1.3 1.2 0.8 1.392
P 0.376 2.587 -1.172 0.3 -0.7 -0.8 1.034
C -1.077 2.451 -2.247 -1.3 0.4 1.1 -0.475
C -0.953 2.148 -3.729 0.6 0.3 0.1 -0.235
C -2.190 1.572 -4.344 -0.7 -0.5 0.3 -0.094
C -3.133 0.962 -3.579 0.7 0.0 -1.3 -0.119
C -3.008 0.945 -2.151 0.1 -0.2 1.5 -0.233
C -2.206 1.946 -1.545 0.0 0.6 -0.8 -0.227
C 0.106 3.823 0.103 0.0 0.7 0.6 -0.353
C 1.074 3.992 1.122 -0.4 -0.2 -0.5 -0.084
C 0.840 4.888 2.161 -0.1 0.1 -0.1 -0.062
C -0.351 5.624 2.208 0.0 -0.2 -0.2 -0.049
C -1.305 5.468 1.198 0.1 0.0 0.1 -0.057
C -1.080 4.585 0.142 0.4 -0.2 0.1 -0.087
C 1.865 2.755 -2.165 0.1 0.8 0.1 -0.388
C 2.760 1.661 -2.260 -0.7 0.7 -0.2 -0.122
C 3.843 1.762 -3.125 0.1 0.1 0.0 -0.079
C 4.060 2.948 -3.837 -0.2 -0.1 0.1 -0.050
C 3.199 4.041 -3.689 0.1 0.0 0.0 -0.050
C 2.103 3.959 -2.837 0.5 -0.5 -0.1 -0.071
C 1.770 -3.441 -1.938 0.7 0.2 0.1 -0.348
C 2.251 -4.355 -2.893 -0.2 -0.1 0.1 -0.059
C 3.510 -4.930 -2.724 0.0 0.1 0.1 -0.039
C 4.313 -4.568 -1.633 -0.3 0.1 -0.1 -0.023
C 3.865 -3.604 -0.722 0.1 0.0 0.0 -0.044
C 2.605 -3.037 -0.871 -0.3 -0.1 -0.1 -0.072
H 1.995 3.406 1.077 -0.2 0.2 0.1 0.112
H 1.590 5.014 2.941 -0.2 0.0 -0.2 0.116
H -0.531 6.324 3.029 0.1 -0.3 -0.3 0.119
H -2.237 6.033 1.232 0.3 -0.1 0.0 0.117
H -1.812 4.479 -0.658 0.1 0.1 0.2 0.102
H -0.550 3.016 -4.290 -0.1 -0.4 0.3 0.141
H -2.256 1.586 -5.426 -0.1 0.1 0.1 0.112
H -4.025 0.510 -4.031 0.5 0.1 0.1 0.126
H -3.717 0.385 -1.538 -0.2 0.6 -0.2 0.098
H -2.394 2.271 -0.518 0.3 -0.6 -0.1 0.112
H 2.589 0.775 -1.640 0.1 0.2 -0.2 0.083
H 4.531 0.924 -3.228 -0.1 0.2 0.0 0.110
H 4.918 3.023 -4.499 -0.2 0.0 0.1 0.116
H 3.392 4.963 -4.230 0.0 -0.1 0.0 0.117
H 1.434 4.803 -2.668 0.2 -0.1 -0.2 0.122
H 1.633 -4.615 -3.755 0.2 0.0 0.2 0.122
H 3.879 -5.661 -3.447 -0.2 0.3 0.2 0.126
H 5.294 -5.030 -1.500 -0.3 0.2 -0.1 0.128
H 4.507 -3.292 0.108 -0.3 -0.1 -0.3 0.127
H 2.256 -2.277 -0.170 0.1 -0.2 0.0 0.110
H -2.720 -1.982 -2.076 0.2 -0.1 0.5 0.082
H -4.274 -2.252 -0.190 0.3 -0.4 -0.1 0.127
H -3.871 -4.026 1.529 0.2 0.1 -0.2 0.127
H -1.779 -5.382 1.465 -0.1 0.2 -0.4 0.127
H -0.109 -5.013 -0.359 -0.2 0.2 0.2 0.117
H -2.178 -2.944 -3.787 0.3 0.0 -0.3 0.107
H -2.609 -2.336 -6.140 0.3 0.1 0.2 0.131
H -0.893 -1.122 -7.463 0.1 -0.1 0.3 0.132
H 1.234 -0.412 -6.394 -0.3 0.0 0.3 0.132
H 1.633 -0.829 -3.965 -0.2 -0.3 -0.3 0.113
H -0.131 1.397 -3.874 0.7 -0.1 -0.2 0.058
H 0.228 -1.550 -1.143 0.8 -0.7 -0.3 -0.016
C -2.458 0.128 1.937 -0.1 0.1 0.0 -0.087
C -1.083 0.745 1.667 -0.2 0.2 0.0 -0.522
C -0.234 0.629 2.942 0.1 0.0 0.0 -0.082
C -0.425 0.084 0.449 -0.2 -0.4 -1.1 -0.307
H -2.369 -0.955 2.111 0.0 0.2 0.0 0.074
H -3.145 0.274 1.094 0.1 0.0 0.1 0.060
H -2.913 0.582 2.829 0.1 -0.2 -0.3 0.087
H -1.218 1.822 1.467 0.0 -0.2 0.1 0.100
H 0.001 -0.420 3.177 -0.1 0.2 -0.1 0.083
H 0.713 1.172 2.860 -0.1 -0.1 -0.1 0.068
H -0.770 1.043 3.805 0.1 0.0 -0.2 0.082
H 0.649 0.341 0.439 0.0 -0.5 0.2 0.009
H -0.553 -0.996 0.591 0.3 -0.4 0.4 0.012
```
Forces are in eV/Å.

The value obtained for the energy above the lowest of the compared OMol25 structures with the same formula, charge and spin is 135.41 kJ/mol. As for the charge: +2. For the gap between HOMO and LUMO, the calculation gives 5.59 eV. Its HOMO energy is -11.98 eV.

---

Entry 2:
Entry from the Open Molecules 2025 dataset: C40H41N5PPdSSe2 as an isolated structure (wB97M-V/def2-TZVPD).

XYZ file:
```
91
Properties=species:S:1:pos:R:3:forces:R:3:lowdin_charge:R:1
Pd 1.415 -0.116 0.872 0.1 -0.4 0.0 0.790
C -5.182 2.547 2.951 0.0 0.0 0.0 -0.024
C -5.094 1.179 2.254 0.0 0.0 0.0 -0.555
C -5.855 0.145 3.083 0.0 0.0 0.0 -0.051
C -5.735 1.267 0.861 0.0 0.0 0.0 -0.032
C -3.622 0.821 2.117 0.0 0.0 0.0 -0.124
C -3.021 -0.223 2.809 0.0 0.0 0.0 0.033
C -1.668 -0.471 2.637 0.0 0.0 0.0 -0.114
N -0.884 0.252 1.844 -0.1 0.0 0.0 0.021
C -1.443 1.271 1.175 0.0 0.0 0.0 -0.220
C -2.789 1.572 1.281 0.0 0.0 0.0 0.059
C -0.534 2.057 0.289 0.0 0.0 0.0 -0.185
C -0.907 3.295 -0.223 0.0 0.0 0.0 0.076
C -0.076 4.028 -1.061 0.0 0.0 0.0 -0.116
C 1.167 3.453 -1.360 0.0 0.0 0.0 0.022
C 1.501 2.237 -0.821 0.0 0.0 0.0 -0.138
N 0.676 1.545 -0.012 -0.1 0.0 0.0 -0.088
C -0.452 5.387 -1.621 0.0 0.0 0.0 -0.554
C -1.868 5.803 -1.226 0.0 0.0 0.0 -0.048
C -0.355 5.332 -3.155 0.0 0.0 0.0 -0.025
C 0.547 6.422 -1.076 0.0 0.0 0.0 -0.022
H -6.229 2.826 3.074 0.0 0.0 0.0 0.101
H -4.696 3.330 2.366 0.0 0.0 0.0 0.083
H -4.721 2.518 3.939 0.0 0.0 0.0 0.097
H -6.910 0.415 3.112 0.0 0.0 0.0 0.099
H -5.504 0.110 4.116 0.0 0.0 0.0 0.093
H -5.785 -0.856 2.652 0.0 0.0 0.0 0.095
H -6.797 1.485 0.966 0.0 0.0 0.0 0.100
H -5.639 0.324 0.319 0.0 0.0 0.0 0.096
H -5.303 2.063 0.253 0.0 0.0 0.0 0.078
H -3.590 -0.855 3.476 0.0 0.0 0.0 0.118
H -1.191 -1.289 3.167 0.0 0.0 0.0 0.117
H -3.215 2.385 0.711 0.0 0.0 0.0 0.112
H -1.866 3.701 0.055 0.0 0.0 0.0 0.107
H 1.879 3.956 -2.000 0.0 0.0 0.0 0.129
H 2.464 1.782 -1.018 0.0 0.0 0.0 0.110
H -2.618 5.100 -1.595 0.0 0.0 0.0 0.095
H -2.091 6.773 -1.667 0.0 0.0 0.0 0.102
H -1.979 5.908 -0.145 0.0 0.0 0.0 0.094
H -1.024 4.576 -3.568 0.0 0.0 0.0 0.096
H 0.660 5.125 -3.497 0.0 0.0 0.0 0.084
H -0.646 6.298 -3.567 0.0 0.0 0.0 0.102
H 0.491 6.491 0.012 0.0 0.0 0.0 0.096
H 0.310 7.403 -1.487 0.0 0.0 0.0 0.103
H 1.575 6.188 -1.358 0.0 0.0 0.0 0.085
Se -0.024 -1.812 -0.470 0.1 0.7 0.0 0.533
P 0.785 -2.259 -2.509 0.0 -0.2 0.0 0.465
Se -0.555 -0.529 -2.460 0.0 -0.1 0.1 0.555
C 2.499 -1.991 -2.804 0.0 0.1 0.0 -0.403
C 3.303 -3.119 -3.008 0.0 0.0 0.0 -0.058
C 4.662 -2.943 -3.206 0.0 0.0 0.0 -0.027
C 5.204 -1.664 -3.209 0.0 0.0 0.0 -0.013
C 4.397 -0.546 -3.014 0.0 0.0 0.0 -0.037
C 3.040 -0.703 -2.808 0.0 0.0 0.0 -0.095
C 0.155 -3.771 -3.166 0.1 0.0 0.0 -0.426
C 0.239 -3.943 -4.554 0.0 0.0 0.0 -0.068
C -0.244 -5.112 -5.111 0.0 0.0 0.0 -0.028
C -0.793 -6.096 -4.296 0.0 0.0 0.0 -0.013
C -0.867 -5.922 -2.919 0.0 0.0 0.0 -0.033
C -0.396 -4.755 -2.343 0.0 0.0 0.0 -0.085
H 2.874 -4.113 -3.025 0.0 0.0 0.0 0.119
H 5.297 -3.803 -3.371 0.0 0.0 0.0 0.128
H 6.264 -1.534 -3.380 0.0 0.0 0.0 0.129
H 4.831 0.445 -3.044 0.0 0.0 0.0 0.122
H 2.395 0.158 -2.684 0.0 0.0 0.0 0.071
H 0.674 -3.180 -5.189 0.0 0.0 0.0 0.125
H -0.193 -5.258 -6.181 0.0 0.0 0.0 0.128
H -1.167 -7.009 -4.740 0.0 0.0 0.0 0.130
H -1.293 -6.696 -2.296 0.0 0.0 0.0 0.125
H -0.460 -4.617 -1.271 0.0 0.0 0.0 0.084
N 2.906 -2.133 4.033 0.0 0.0 0.0 0.217
C 2.704 -3.328 3.354 0.0 0.0 0.0 -0.155
C 2.857 -4.650 3.756 0.0 0.0 0.0 0.024
C 2.628 -5.615 2.799 0.0 0.0 0.0 -0.038
C 2.292 -5.272 1.479 0.0 0.0 0.0 -0.049
C 2.146 -3.958 1.086 0.0 0.0 0.0 -0.046
C 2.320 -2.972 2.058 0.1 0.0 0.0 -0.206
N 2.273 -1.581 1.991 -0.1 0.1 0.1 0.015
C 2.645 -1.132 3.183 0.0 0.0 0.0 -0.241
C 2.758 0.302 3.387 0.1 0.0 0.0 -0.285
C 3.193 1.045 4.435 0.0 0.0 0.0 -0.274
S 3.152 2.702 4.030 0.0 0.0 0.0 1.172
C 2.558 2.327 2.489 0.0 0.0 0.0 -0.399
N 2.403 1.047 2.278 -0.1 -0.1 0.0 -0.078
H 3.227 -2.040 4.984 0.0 0.0 0.0 0.189
H 3.155 -4.912 4.762 0.0 0.0 0.0 0.131
H 2.736 -6.658 3.061 0.0 0.0 0.0 0.125
H 2.173 -6.062 0.750 0.0 0.0 0.0 0.117
H 1.983 -3.706 0.047 -0.1 0.0 0.0 0.060
H 3.530 0.718 5.406 0.0 0.0 0.0 0.102
H 2.337 3.085 1.752 0.0 0.0 0.0 0.094
```
Forces are in eV/Å.

The value obtained for the energy above the lowest of the compared OMol25 structures with the same formula, charge and spin is 7.04 kJ/mol. As for the charge: +3. For the gap between HOMO and LUMO, the calculation gives 6.90 eV. Its HOMO energy is -16.05 eV.